Entry 1:
{"formula": "C22H29N4", "method": "ωB97M-V with the def2-TZVPD basis set", "e_above_lowest_kj_mol": 65.3, "e_tot_ha": -1074.4929, "charge": 1, "homo_lumo_gap_ha": 0.2150, "max_force_ev_per_a": 4.01, "homo_energy_ev": -10.58, "elements": ["C", "C", "C", "C", "C", "N", "C", "N", "C", "C", "N", "C", "C", "H", "H", "H", "H", "H", "H", "H", "H", "H", "H", "H", "H", "H", "C", "C", "C", "N", "C", "C", "C", "C", "C", "C", "C", "C", "C", "H", "H", "H", "H", "H", "H", "H", "H", "H", "H", "H", "H", "H", "H", "H", "H"], "xyz": [[-3.8606, -0.2122, -3.2742], [-3.2019, -1.4093, -3.0842], [-1.8733, -1.4102, -2.7149], [-1.1924, -0.2186, -2.5294], [0.2646, -0.2166, -2.1693], [1.1101, -0.1156, -3.2665], [2.3867, -0.0045, -3.1126], [3.3257, 0.0024, -4.1540], [4.6905, -0.1488, -3.6405], [4.5252, -0.1782, -2.1093], [3.0790, -0.0402, -1.8905], [-1.8625, 0.9753, -2.7335], [-3.1907, 0.9804, -3.1023], [-4.8963, -0.2086, -3.5662], [-3.7215, -2.3417, -3.2324], [-1.3429, -2.3379, -2.5866], [0.4809, 0.6128, -1.4860], [0.5109, -1.1385, -1.6321], [3.0963, -0.4953, -5.0152], [5.1619, -1.0619, -4.0225], [5.2901, 0.7023, -3.9779], [4.9012, -1.1120, -1.6770], [5.0452, 0.6508, -1.6191], [2.7106, -0.6065, -1.1254], [-1.3212, 1.8981, -2.6203], [-3.7006, 1.9163, -3.2618], [-0.7806, 3.1001, 4.1453], [0.1029, 3.3215, 2.9003], [1.0344, 2.1238, 2.6620], [0.2598, 0.8648, 2.5950], [0.4712, -0.0911, 1.6310], [-0.3326, -1.2406, 1.4491], [-1.7233, -1.2371, 1.7218], [-2.4668, -2.3858, 1.6156], [-1.8616, -3.5779, 1.2469], [-0.5073, -3.6067, 0.9457], [0.2426, -2.4595, 1.0155], [-0.5211, 0.6147, 3.8266], [-1.5158, 1.7489, 4.0801], [-0.1560, 3.1340, 5.0470], [-1.5014, 3.9224, 4.2570], [-0.5363, 3.4544, 2.0191], [0.6792, 4.2544, 2.9908], [1.6206, 2.2415, 1.7450], [1.7567, 2.0336, 3.4794], [1.4015, -0.0394, 1.0941], [-2.2006, -0.3072, 1.9740], [-3.5275, -2.3609, 1.8128], [-2.4454, -4.4811, 1.1901], [-0.0380, -4.5393, 0.6766], [1.2947, -2.4821, 0.7918], [-1.0106, -0.3611, 3.7748], [0.1899, 0.5367, 4.6546], [-2.0950, 1.5662, 4.9967], [-2.2489, 1.7708, 3.2651]]}

Entry 2:
{"formula": "C22H29N5O4RuS4", "method": "ωB97M-V with the def2-TZVPD basis set", "e_above_lowest_kj_mol": 55.8, "s2": 6.02, "e_tot_ha": -3117.5433, "charge": 2, "homo_lumo_gap_ha": [0.2969, 0.2235], "max_force_ev_per_a": 2.14, "multiplicity": 5, "homo_energy_ev": [-14.39, -14.44], "elements": ["Ru", "C", "C", "C", "C", "C", "C", "C", "S", "O", "O", "N", "C", "C", "O", "O", "H", "H", "H", "H", "H", "H", "H", "H", "H", "C", "C", "N", "C", "C", "S", "C", "C", "S", "C", "N", "C", "H", "H", "H", "H", "H", "H", "H", "H", "C", "C", "N", "C", "S", "N", "C", "C", "H", "H", "H", "H", "H", "H", "H", "H", "H", "H", "H", "H"], "xyz": [[-1.7782, -0.6685, 1.7661], [5.8417, 2.3583, 0.1653], [4.4354, 2.2622, 0.6372], [3.5189, 3.2740, 0.3342], [2.1953, 3.1766, 0.7185], [1.7841, 2.0596, 1.4299], [2.6768, 1.0605, 1.7689], [3.9995, 1.1682, 1.3866], [0.0587, 1.8306, 1.8055], [-0.0400, 0.3697, 2.1429], [-0.4618, 2.7146, 2.7895], [-0.6591, 2.0054, 0.3485], [-1.7127, 2.8836, 0.3087], [-3.0893, 2.1145, 0.8736], [-4.1186, 2.6510, 0.6070], [-2.8012, 1.0840, 1.5029], [5.8773, 2.7131, -0.8623], [6.3559, 1.4045, 0.2378], [6.3953, 3.0841, 0.7635], [3.8529, 4.1424, -0.2128], [1.4934, 3.9633, 0.4928], [2.3181, 0.2165, 2.3325], [4.6949, 0.3883, 1.6560], [-1.9520, 3.2154, -0.6998], [-1.6567, 3.6940, 1.0443], [-5.5190, -0.1727, 1.8050], [-4.8657, -1.4891, 1.6658], [-3.5756, -1.7527, 1.7553], [-3.3192, -3.1113, 1.6937], [-4.4264, -3.8824, 1.5064], [-5.8281, -2.9054, 1.4310], [-1.9615, -3.5330, 1.9609], [-1.4540, -4.7949, 2.0509], [0.1790, -4.7451, 2.5608], [0.1081, -3.0258, 2.6398], [-1.0584, -2.5423, 2.2861], [1.2775, -2.2273, 3.0621], [-4.8333, 0.5686, 2.2115], [-6.3809, -0.2538, 2.4678], [-5.8940, 0.1950, 0.8484], [-4.4788, -4.9496, 1.4306], [-1.9584, -5.7194, 1.8579], [1.8624, -2.7743, 3.7984], [0.9557, -1.2731, 3.4841], [1.9185, -2.0348, 2.2009], [0.8449, 2.2764, -3.4008], [-0.4398, 1.4819, -3.2015], [-0.3993, 0.6164, -2.0312], [-0.2499, -0.6874, -1.9906], [-0.7047, -1.5530, -0.5316], [0.1843, -1.4823, -2.9546], [0.9287, -1.2367, -4.1836], [2.0761, -2.2362, -4.2681], [0.7607, 2.8585, -4.3137], [1.7085, 1.6202, -3.4866], [1.0132, 2.9567, -2.5715], [-0.6680, 0.8826, -4.0844], [-1.2762, 2.1688, -3.0407], [-0.5382, 1.0979, -1.1225], [0.1154, -2.4706, -2.7421], [1.3189, -0.2206, -4.1933], [0.2610, -1.3625, -5.0430], [2.7943, -2.0660, -3.4687], [2.5871, -2.1306, -5.2209], [1.7069, -3.2576, -4.2043]]}

Entry 3:
{"formula": "C22H29N6TcTe", "method": "ωB97M-V with the def2-TZVPD basis set", "s2": 3.76, "e_tot_ha": -1532.1535, "charge": 3, "homo_lumo_gap_ha": [0.2927, 0.2255], "max_force_ev_per_a": 0.39, "multiplicity": 4, "homo_energy_ev": [-16.31, -15.82], "elements": ["Tc", "C", "N", "C", "C", "C", "C", "C", "C", "N", "C", "C", "C", "C", "C", "C", "N", "C", "C", "C", "C", "C", "N", "H", "H", "H", "H", "H", "H", "H", "H", "H", "H", "H", "H", "H", "H", "H", "H", "H", "H", "N", "C", "C", "N", "C", "C", "H", "H", "H", "H", "H", "H", "H", "H", "H", "H", "H", "Te"], "xyz": [[0.3125, 0.0637, -0.2021], [3.1397, -0.5425, -0.3905], [1.9039, -1.0498, -1.0548], [1.7448, -2.5228, -0.8274], [0.4462, -2.8690, -0.1605], [0.0847, -4.1847, 0.0673], [-1.1240, -4.4582, 0.6829], [-1.9452, -3.4009, 1.0513], [-1.5190, -2.1177, 0.7968], [-0.3409, -1.8439, 0.2056], [1.9090, -0.7271, -2.5129], [0.5045, -0.6508, -3.0513], [0.1962, -0.9781, -4.3578], [-1.0954, -0.7791, -4.8192], [-2.0441, -0.2614, -3.9501], [-1.6646, 0.0439, -2.6585], [-0.4181, -0.1549, -2.1974], [2.9168, -0.3545, 1.0890], [3.9501, -0.4859, 1.9958], [3.7076, -0.2579, 3.3417], [2.4196, 0.0641, 3.7406], [1.4371, 0.1764, 2.7786], [1.6667, 0.0019, 1.4675], [3.3874, 0.4223, -0.8378], [3.9867, -1.2077, -0.5717], [2.5717, -2.8846, -0.2140], [1.8116, -3.0496, -1.7806], [0.7460, -4.9854, -0.2379], [-1.4240, -5.4805, 0.8708], [-2.8996, -3.5681, 1.5297], [-2.1234, -1.2615, 1.0669], [2.5169, -1.4381, -3.0752], [2.3673, 0.2570, -2.6307], [0.9630, -1.3762, -5.0095], [-1.3557, -1.0207, -5.8411], [-3.0622, -0.0840, -4.2680], [-2.3866, 0.4050, -1.9384], [4.9365, -0.7666, 1.6505], [4.5067, -0.3416, 4.0663], [2.1755, 0.2206, 4.7818], [0.4160, 0.3925, 3.0716], [-2.5429, 4.0205, 1.5862], [-1.0817, 3.8419, 1.9218], [-0.4508, 2.9177, 0.8929], [-1.1159, 1.5917, 0.8322], [-2.5437, 1.7984, 0.5035], [-3.2507, 2.6890, 1.5140], [-2.6251, 4.4975, 0.6833], [-2.9956, 4.6275, 2.2746], [-1.0381, 3.4286, 2.9299], [-0.6070, 4.8214, 1.9284], [0.6072, 2.7934, 1.1266], [-0.5241, 3.3612, -0.1035], [-1.0753, 1.1956, 1.7713], [-3.0611, 0.8413, 0.4561], [-2.5829, 2.2530, -0.4903], [-3.2273, 2.2674, 2.5191], [-4.2883, 2.8652, 1.2361], [-0.9190, 3.2451, -3.2495]]}